This record from the OMol25 dataset describes C25H38ClN3O2SiSr as an isolated structure in a non-equilibrium geometry. The level of theory is ωB97M-V with the def2-TZVPD basis set.

Summary:
ΔE to the lowest compared entry with this formula, charge and spin = 0.0000 eV
Charge = 0
Kohn-Sham gap (spin up / spin down) = 4.24 / 7.03 eV
Maximum force = 2.94 eV Å⁻¹
HOMO energy (spin up / spin down) = -6.0 / -7.4 eV
Multiplicity = 1

XYZ file:
```
71
Properties=species:S:1:pos:R:3:lowdin_charge:R:1
H -3.5916 -0.4195 1.4600 0.054
H 0.1216 2.0865 -3.7477 0.100
N 2.7534 0.1030 -1.3092 -0.035
Cl 4.6695 0.6869 4.5476 0.580
H -1.5376 3.8514 -0.4167 0.077
C -2.5029 1.3061 -3.5059 -0.097
C 3.4028 0.6666 -2.3415 -0.199
H -3.2697 4.2194 -0.1395 0.087
H 4.7064 -2.0720 -3.9109 0.111
H 4.6091 2.9405 3.9241 0.067
H 0.7210 1.4544 -2.1393 0.021
O 1.6751 1.7636 3.0178 -0.202
C 4.2532 -1.4325 -3.1309 -0.071
C 1.3510 -2.1713 4.5062 -0.094
H -2.8292 2.3318 -3.3522 0.056
C -4.3389 1.7909 -0.2395 -0.103
H -4.5481 1.6855 -1.3031 0.079
H -3.5130 -1.1476 -2.2923 0.047
Si -1.7177 0.6876 -0.7171 0.945
C -2.4458 -1.0691 -0.3413 -0.611
Sr 1.5373 1.3000 0.6708 1.493
H -3.2794 -2.1933 1.3020 0.086
H -0.3480 2.8603 -2.1916 0.060
C -3.6694 -1.3589 -1.2447 -0.084
C 2.0053 -3.3971 4.5551 -0.117
H -3.1996 2.9563 2.0136 0.088
H -0.4247 -1.8293 0.0110 0.046
H -0.4255 -0.1824 -4.2782 0.094
N 1.9917 -1.2727 1.0523 -0.087
C 3.7308 -2.0094 -2.0000 -0.034
C -2.8733 2.1056 0.0085 -0.640
C -2.5466 2.2082 1.5254 -0.113
H 0.8370 -1.7466 5.3930 0.112
C 1.4737 -1.3854 3.3659 -0.055
C 2.8608 -3.8098 3.5287 -0.091
H 3.1983 2.5647 4.9697 0.070
C -1.3147 -2.1508 -0.5386 -0.094
H 3.5051 -3.3971 1.4746 0.096
H 1.9006 -3.9786 5.4433 0.083
H 0.1785 -0.7465 -2.7452 0.073
H 4.5951 0.4970 -4.1222 0.096
H -2.5738 1.2729 2.1336 0.069
H -4.9472 2.6027 0.1968 0.094
H -3.4155 0.6639 -3.3873 0.082
H 3.7345 -3.0741 -1.8663 0.104
H -2.1245 1.3098 -4.5612 0.095
C -1.3206 0.8660 -2.6410 -0.624
H 1.0346 -0.4012 3.3439 0.076
H 3.4776 -4.7073 3.6873 0.104
N 2.6236 -1.8755 0.0589 0.003
C 3.8341 2.2005 4.1600 -0.478
O 3.5090 1.6589 1.7373 -0.243
C 2.9189 -3.0904 2.3393 -0.017
H 3.3583 1.7487 -2.3759 0.102
H -1.4478 -1.2859 -3.2629 0.064
C -2.5782 3.4949 -0.6098 -0.112
H -1.0554 -2.3860 -1.5893 0.064
H -4.7072 0.9153 0.2855 0.059
H -4.5427 -0.7725 -0.9703 0.060
H -2.7463 3.5921 -1.7061 0.072
H -1.5036 2.6456 1.6604 0.079
H -2.0148 -1.0818 1.8576 0.078
C 2.1297 -1.9051 2.2454 -0.309
H -3.8877 -2.4433 -1.1563 0.097
C 3.0202 -1.2296 -1.0721 -0.351
C 2.9164 1.8421 2.8468 -0.745
C -2.8604 -1.1861 1.1684 -0.100
C -0.7522 -0.4528 -3.2465 -0.095
C -0.1490 1.8922 -2.6823 -0.127
H -1.7265 -3.0869 -0.0523 0.098
C 4.0946 -0.0234 -3.3036 -0.090
```

---

This record from the OMol25 dataset describes C56H46AsN2O2PdSSi as an isolated structure in a non-equilibrium geometry. The level of theory is ωB97M-V with the def2-TZVPD basis set.

Summary:
Charge = +1
Kohn-Sham gap (spin up / spin down) = 5.18 / 5.19 eV
Maximum force = 4.27 eV Å⁻¹
HOMO energy (spin up / spin down) = -10.9 / -10.9 eV
Multiplicity = 1

XYZ file:
```
110
Properties=species:S:1:pos:R:3:lowdin_charge:R:1
C 6.1997 -1.5028 -1.1659 -0.078
C 2.9392 1.6090 1.3351 -0.360
C 0.6624 6.1238 0.2309 -0.102
C 2.9392 2.4825 0.2354 -0.203
C 1.4765 7.2409 0.1453 -0.081
C 3.5288 3.4243 2.7877 -0.052
H -5.9031 0.5195 2.5476 0.117
C -3.3916 0.2579 1.5593 -0.243
C 1.9623 0.3953 -3.3346 -0.064
C -5.1559 1.0349 -3.5965 -0.056
C -3.2905 4.5119 2.5344 -0.075
C -4.0711 5.5683 2.0968 -0.081
C -1.4693 4.2030 -3.4272 -0.103
H 1.6468 7.8441 1.0245 0.105
H 4.0903 -1.8717 -1.2423 0.092
Pd 0.1410 0.6136 -0.3535 0.895
As 2.6863 -0.2582 0.8296 1.365
C -3.8385 6.1242 0.8491 -0.078
C -1.3034 2.5421 -5.1572 -0.075
C 2.6442 2.4584 -2.2891 0.019
H 2.9532 3.4891 -2.3804 0.116
H -5.2768 -0.8251 -0.0803 0.092
O -1.8643 -0.4552 -0.5207 -0.615
H -1.1351 -0.2018 5.8178 0.130
H -4.8902 3.8162 -0.9824 0.115
C -5.2074 0.4669 -2.3354 -0.038
C 5.6238 0.2016 0.9415 -0.098
C -0.8110 -0.1523 4.7889 0.015
C -0.4220 -1.1981 2.6580 -0.121
C -0.8473 -1.2942 3.9851 -0.201
H 8.2427 -0.9404 -0.8618 0.107
C 1.8261 6.8016 -2.1812 -0.080
C -4.3512 -0.5740 -1.9966 -0.278
H -4.4303 6.9647 0.5125 0.108
C -2.8547 5.6012 0.0234 -0.098
C 2.0585 7.5826 -1.0631 -0.083
H -4.8499 5.9662 2.7324 0.107
C -2.0946 4.5189 0.4393 -0.245
C -1.1332 3.2706 -2.4482 -0.205
C -1.5577 3.8456 -4.7618 -0.068
H 1.6687 -1.2957 -2.0291 0.118
H -3.6874 -0.2740 2.4640 0.096
Si -0.7007 3.7936 -0.6604 0.498
C 2.3410 1.7277 -3.4278 -0.017
H -0.7214 1.1684 -2.1248 0.043
H 7.7256 0.5682 1.0225 0.108
C 6.9320 0.0352 0.5204 -0.072
N -0.0017 -0.0567 2.1322 -0.028
H -3.2266 2.1089 -0.3866 0.108
H -1.8096 4.5898 -5.5025 0.108
H 5.4023 0.8652 1.7701 0.093
C 2.5972 1.8566 -1.0368 -0.173
O -0.0445 2.6495 0.1907 -0.312
C -6.3158 3.1636 0.4815 -0.066
C -1.2945 -2.5425 4.4864 -0.181
C -5.1073 3.1098 -0.1954 -0.077
H 0.1891 5.8782 1.1709 0.106
H 3.8058 5.3208 1.8364 0.112
H -5.8435 1.8269 -3.8534 0.109
C 4.8926 -1.3348 -0.7483 -0.124
C 3.5466 4.2829 1.6999 -0.046
H -2.4503 0.7886 1.7255 0.071
H -7.5457 2.2573 1.9852 0.107
C -4.1723 2.1465 0.1342 -0.062
C 3.2542 3.8219 0.4286 0.005
C 1.0373 5.6653 -2.0853 -0.118
C -0.9314 1.9583 -2.8641 -0.116
C 1.8990 -0.2328 -2.0937 -0.112
C -0.3428 1.0244 4.2333 -0.018
H -5.9303 0.8234 -1.6156 0.111
C -2.3060 3.9972 1.7094 -0.113
H 2.2503 7.0820 -3.1350 0.105
H -2.6801 -0.8279 -4.9249 0.104
C -6.6030 2.2272 1.4615 -0.066
C -3.4303 -1.0257 -2.9358 -0.050
C -5.6769 1.2500 1.7816 -0.041
N -1.6553 -3.5590 4.8707 0.189
C 7.2219 -0.8132 -0.5345 -0.077
C -3.3807 -0.4546 -4.1942 -0.093
H -4.5814 -2.3064 -0.7633 0.096
C 4.5942 -0.4746 0.3008 -0.372
C 2.2473 0.4830 -0.9350 -0.482
H 0.8896 5.0534 -2.9620 0.089
H -7.0342 3.9368 0.2509 0.111
S -2.8957 -1.0864 0.3630 0.996
H -2.6842 6.0404 -0.9504 0.104
H 2.6809 8.4608 -1.1358 0.105
H 1.7394 -0.1625 -4.2313 0.116
H -0.8081 0.5703 -4.4801 0.096
H -4.2218 0.9966 -5.5235 0.108
H -3.4526 4.0906 3.5171 0.105
C 0.0484 1.0313 2.9030 -0.156
H -2.7610 -1.8348 -2.6820 0.114
C 0.4461 5.3228 -0.8790 -0.224
H 3.2851 4.5084 -0.4028 0.112
H 6.4192 -2.1762 -1.9805 0.107
H 2.4113 2.1980 -4.3989 0.127
H 3.7643 3.7928 3.7761 0.112
C -4.2470 0.5709 -4.5320 -0.078
H -0.2799 1.9244 4.8212 0.117
H -1.3413 2.2690 -6.2024 0.110
H -1.6498 5.2315 -3.1479 0.103
H 3.2302 1.3922 3.4407 0.113
H -1.6884 3.1797 2.0536 0.077
C 3.2291 2.0822 2.6028 -0.118
C -4.4506 -1.2292 -0.6608 -0.228
H -0.4166 -2.0766 2.0200 0.125
C -1.0013 1.5941 -4.1966 -0.110
H 0.4124 1.9325 2.4222 0.089
C -4.4442 1.2214 1.1363 -0.297
```

---

This record from the OMol25 dataset describes one molecule with the formula C5H11NO. The level of theory is ωB97M-V with the def2-TZVPD basis set.

Summary:
ΔE to the lowest compared entry with this formula, charge and spin = 0.4851 eV
Structure (SMILES) = CCN(C)C(C)=O
Charge = 0
Kohn-Sham gap = 10.04 eV
Maximum force = 0.36 eV Å⁻¹
HOMO energy = -9.1 eV
Multiplicity = 1

XYZ file:
```
18
Properties=species:S:1:pos:R:3:nbo_charge:R:1
C 1.7211 -0.8200 0.8701 -0.626
C -0.4830 1.3275 -1.7526 -0.720
H -1.0007 -1.6634 -0.6541 0.184
H 1.5575 -1.6171 0.1361 0.197
H -2.1677 -0.3264 -0.7840 0.213
C 0.3879 -0.3578 1.4721 -0.212
H -0.1121 -1.1787 1.9975 0.194
H -2.0523 -1.2383 0.7175 0.206
H 2.1995 0.0258 0.3699 0.227
H -0.3928 0.3603 -2.2543 0.218
C -1.4678 -0.8280 -0.1128 -0.407
N -0.5003 0.1136 0.4103 -0.452
C -0.0603 1.2102 -0.2979 0.689
H 0.2016 2.0306 -2.2267 0.245
O 0.7063 2.0210 0.1979 -0.624
H 0.5575 0.4543 2.1819 0.223
H 2.4099 -1.2038 1.6282 0.214
H -1.5043 1.6901 -1.8991 0.232
```

---

This record from the OMol25 dataset describes C25H22FeN5O7 as an isolated structure in a non-equilibrium geometry. The level of theory is ωB97M-V with the def2-TZVPD basis set.

Summary:
ΔE to the lowest compared entry with this formula, charge and spin = 0.3687 eV
Charge = -1
Kohn-Sham gap (spin up / spin down) = 5.72 / 5.79 eV
Maximum force = 1.29 eV Å⁻¹
HOMO energy (spin up / spin down) = -3.8 / -3.9 eV
Multiplicity = 1

XYZ file:
```
60
Properties=species:S:1:pos:R:3:nbo_charge:R:1
H 3.9946 1.8707 0.0639 0.232
O -6.8906 5.5632 -0.0307 -0.401
C 0.3066 1.0666 4.5614 -0.220
N 1.6130 0.4836 0.0920 -0.379
H -0.2524 1.4518 6.5956 0.200
O -0.7440 -5.9187 1.2358 -0.622
C -3.9403 3.5875 -0.0873 -0.189
H -2.4248 7.1397 -0.3911 0.212
H -2.9441 -0.6351 -0.6959 0.244
C -4.7296 4.7182 -0.0903 0.074
C -2.5656 3.7511 -0.1976 -0.122
H 2.8994 0.7896 -2.9516 0.193
H -0.6816 1.2278 4.1510 0.237
H -4.8965 6.8463 -0.1958 0.240
C 2.4817 0.6644 -0.8507 0.288
Fe -0.2910 0.4732 -0.1002 1.070
H 3.3997 0.2544 3.4980 0.231
C -1.6417 2.5461 -0.1990 0.760
C 0.5539 1.1843 5.9230 -0.213
C -4.2254 6.0012 -0.1987 -0.226
C -2.0306 5.0277 -0.3042 -0.142
C -2.4386 -1.5148 -0.3237 0.082
H -2.7791 -4.8142 0.3550 0.236
O -2.1814 1.4070 -0.1683 -0.738
C 0.6103 0.5334 -4.2205 -0.668
O -6.6479 3.4347 0.1362 -0.379
C 1.3323 0.7316 3.6856 -0.002
C -2.8508 6.1485 -0.3068 -0.224
O -0.1933 0.5231 1.8770 -0.741
H 2.0207 1.0499 7.4864 0.199
C -0.4899 -2.3634 0.5343 0.098
O -0.2465 0.2919 -2.0485 -0.714
H 0.2724 1.5354 -4.4969 0.215
C 1.8283 0.9599 6.4239 -0.235
O -0.4148 2.7430 -0.2283 -0.685
H -0.1746 -0.1690 -4.5008 0.215
C 1.0430 0.6151 2.2168 0.521
N 0.9678 -4.5317 1.7323 -0.813
H 4.3274 0.1590 0.1237 0.224
H 1.4070 -5.2821 2.2379 0.399
C 2.8572 0.6188 5.5530 -0.229
H 1.5197 0.3098 -4.7784 0.199
C -1.0335 -3.6302 0.6678 -0.204
H -4.3587 2.5961 -0.0031 0.267
N -1.1748 -1.3272 0.0556 -0.409
C 3.9204 0.9467 -0.5112 -0.657
C 2.1057 0.6376 -2.2328 -0.507
C 0.8235 0.4781 -2.7230 0.481
C 2.6105 0.5078 4.1935 -0.215
C -0.2726 -4.7969 1.2396 0.667
H 3.8552 0.4398 5.9357 0.200
N -6.2071 4.5587 0.0271 0.526
H 0.5305 -2.1266 0.8113 0.208
H -4.0840 -2.8634 -0.5591 0.219
H 4.5136 1.0328 -1.4199 0.199
H 1.2409 -3.5943 1.9700 0.401
C -2.3450 -3.8275 0.2632 -0.118
C -3.0574 -2.7534 -0.2385 -0.262
N 2.0752 0.5983 1.4201 -0.465
H -0.9543 5.1119 -0.3807 0.245
```

---

Which formula does entry 4 have? C25H22FeN5O7

---

What is the formula in the first record? C25H38ClN3O2SiSr

---

What is the maximum force in the second record? 4.27 eV Å⁻¹